DFT (the ωB97M-V functional and the def2-TZVPD basis) results for a 4-piece molecular cluster, C26H56ClF4N4O12P2 overall.

Element x y z (Å)
C: 1.18309 4.93130 -2.79500
C: 1.10127 3.81898 -1.76870
Cl: 0.50173 4.42617 -0.19793
C: 0.24182 2.64810 -2.25200
N: 0.80313 1.35297 -1.85194
N: 1.45901 1.22059 -0.65782
C: 1.78917 -0.08450 -0.52669
N: 2.41839 -0.61741 0.53166
P: 2.95272 0.59452 1.72932
C: 4.74598 0.59648 1.38703
O: 2.83353 -0.16941 3.14586
P: 2.60899 -2.39137 0.44985
O: 2.98620 -2.64579 2.00253
O: 4.10269 -2.28602 -0.21210
N: 1.38661 -0.76017 -1.61540
C: 0.78228 0.13013 -2.37677
C: 0.15336 -0.29389 -3.68450
F: -0.82557 -1.14510 -3.37421
F: -0.38669 0.76624 -4.32893
C: 1.15673 -0.96457 -4.64581
F: 1.31864 -2.24846 -4.31796
F: 2.33734 -0.31412 -4.52124
H: 1.89350 5.68498 -2.46460
H: 0.21742 5.41382 -2.93202
H: 1.54304 4.53017 -3.74196
H: 2.10963 3.47131 -1.55165
H: -0.76839 2.70664 -1.84894
H: 0.17594 2.68570 -3.33187
H: 1.55887 1.97290 0.01506
H: 5.01253 -0.16549 0.66029
H: 5.31375 0.41253 2.29720
H: 4.99622 1.57298 0.97357
H: 2.59037 0.48354 3.81997
H: 2.46937 -3.38204 2.35112
H: 4.52159 -3.15291 -0.29319
H: 0.80403 -0.87040 -5.67415
C: -3.48424 -0.28354 -1.86878
O: -3.51264 -0.53628 -0.48643
C: -2.48488 -1.42982 -0.09243
C: -2.01437 -1.13688 1.31219
O: -1.18349 0.01731 1.41357
C: -1.82541 1.28389 1.33855
C: -2.61878 1.66812 2.56531
O: -3.84748 0.97542 2.60145
C: -4.37264 0.84702 3.90560
H: -3.66802 -1.18873 -2.45866
H: -4.24808 0.45549 -2.10197
H: -2.50073 0.11831 -2.14470
H: -1.62355 -1.34180 -0.77012
H: -2.85705 -2.46090 -0.14818
H: -1.37718 -1.96648 1.62593
H: -2.86105 -1.07797 1.99689
H: -2.45278 1.35545 0.44615
H: -1.00955 2.00761 1.24522
H: -2.80651 2.75086 2.52875
H: -2.02608 1.45150 3.46300
H: -3.66197 0.34381 4.57104
H: -5.27611 0.24633 3.83217
H: -4.62901 1.82153 4.33503
C: -1.70589 -4.45474 -3.34937
O: -2.74012 -4.64645 -4.28265
C: -3.09825 -3.45513 -4.95494
C: -3.67079 -3.73723 -6.32448
O: -2.69813 -4.08610 -7.29272
C: -2.18177 -5.40861 -7.26227
C: -3.12824 -6.45902 -7.79459
O: -4.13419 -6.75951 -6.84651
C: -5.30885 -7.27153 -7.43493
H: -2.01315 -3.78014 -2.53870
H: -1.45947 -5.42595 -2.92502
H: -0.81200 -4.04113 -3.83173
H: -2.22054 -2.80447 -5.06644
H: -3.85409 -2.91677 -4.36381
H: -4.10492 -2.80261 -6.68770
H: -4.46715 -4.48141 -6.26177
H: -1.83762 -5.68105 -6.26191
H: -1.31674 -5.38386 -7.92806
H: -2.54934 -7.36643 -8.01651
H: -3.57709 -6.10118 -8.72920
H: -5.71637 -6.57669 -8.17814
H: -6.03819 -7.40646 -6.63905
H: -5.13053 -8.23830 -7.91890
C: 6.22521 4.29967 7.21769
O: 4.86989 4.51785 6.89459
C: 4.62269 4.51461 5.50575
C: 3.18706 4.14669 5.21101
O: 2.89234 2.76340 5.35895
C: 2.78563 2.25195 6.68427
C: 1.52756 2.66107 7.41420
O: 1.61730 3.99536 7.86582
C: 0.35834 4.60166 8.05337
H: 6.86418 5.11063 6.85070
H: 6.29639 4.25934 8.30212
H: 6.58474 3.35153 6.80070
H: 5.29087 3.80524 4.99940
H: 4.81119 5.51636 5.09380
H: 3.00950 4.35848 4.15365
H: 2.50398 4.76102 5.79972
H: 3.66893 2.50029 7.27448
H: 2.75161 1.16618 6.56458
H: 1.39593 1.98805 8.27306
H: 0.66328 2.53897 6.74807
H: -0.23450 4.57898 7.13110
H: 0.53668 5.63705 8.33449
H: -0.21211 4.11178 8.85023

Forces on atoms 1 to 6 (eV/Å):
0.0057 0.1358 0.1889
0.2720 -0.1366 -0.2107
-0.0549 -0.0157 0.2051
-0.1994 0.2194 0.1384
0.0346 0.0763 -0.0861
-0.0494 -0.3472 -0.2139

Values from the calculation:
HOMO-LUMO gap: 7.98 eV
energy: -100362.06362 eV
molecular weight: 790.1 g mol⁻¹
LUMO: -2.7047 eV
E_HOMO: -10.7 eV
charge: +1

Here are the Mulliken charges for atoms 1 to 8, given in e: -1.604 0.122 -0.159 -0.747 0.475 0.220 0.575 0.404